Formula: C10H21N2O8S5
Source: the Open Molecules 2025 dataset
Level of theory: ωB97M-V with the def2-TZVPD basis set

CARTESIAN COORDINATES (ANGSTROEM)
N -5.57 1.51 3.52
C -4.76 1.63 2.59
C -4.96 1.04 1.23
S -3.98 -0.46 1.13
O -4.37 -1.15 -0.04
O -4.23 -1.14 2.35
N -2.52 0.16 0.95
S -1.42 -0.38 1.96
O -1.30 -1.79 2.02
O -1.42 0.28 3.20
S 0.33 0.32 1.01
H -6.36 0.95 3.21
H -3.85 2.18 2.76
H -4.68 1.72 0.44
H -5.99 0.74 1.16
H 0.64 -0.71 0.23
C 3.78 -4.28 1.90
C 3.96 -5.00 0.55
C 2.88 -4.45 -0.40
S 2.52 -2.78 0.15
O 1.17 -2.74 0.63
O 3.02 -1.83 -0.81
C 3.62 -2.80 1.57
H 4.62 -4.46 2.56
H 2.88 -4.65 2.39
H 4.95 -4.78 0.15
H 3.88 -6.08 0.65
H 3.23 -4.41 -1.43
H 1.96 -5.02 -0.34
H 3.17 -2.22 2.37
H 4.57 -2.36 1.26
C 1.56 3.43 -2.82
C 0.44 2.92 -3.74
C -0.82 2.76 -2.88
S -0.67 3.96 -1.54
O -0.55 3.24 -0.31
O -1.64 5.01 -1.72
C 0.95 4.57 -2.01
H 2.43 3.77 -3.39
H 1.88 2.63 -2.15
H 0.26 3.65 -4.53
H 0.71 1.98 -4.21
H -1.73 2.97 -3.44
H -0.88 1.78 -2.42
H 1.51 4.82 -1.11
H 0.80 5.46 -2.62

orbital gap = 7.4 eV
net charge = -1
spin multiplicity = 1
HOMO level = -5.27 eV
F_max = 0.046 Eh/bohr
E = -84246.3265 eV